(1)
21
Properties=species:S:1:pos:R:3 method="wB97M-V/def2-TZVPD" e_above_lowest_kcal_mol=0.0 total_charge=+2 lumo_energy_ev=-9.165 gap_ev=8.39
Be -1.622 -1.798 0.619
O -0.701 -1.368 -0.241
O -1.305 0.930 -0.403
C -2.694 1.166 -0.158
C -2.846 0.735 1.292
O -1.900 -0.352 1.375
C -0.901 -0.151 0.330
H -2.897 2.228 -0.321
H -3.307 0.556 -0.836
H -3.841 0.358 1.542
H -2.546 1.520 1.998
Li 4.856 -0.938 -3.152
O 3.657 -2.039 -1.895
O 2.489 -1.010 -0.270
C 1.737 0.016 -0.008
C 0.522 -0.174 0.778
O 3.946 0.152 -1.634
C 3.423 -0.937 -1.412
H 2.348 0.928 0.078
H 0.733 -0.912 1.568
H 0.849 1.090 0.750


(2)
14
Properties=species:S:1:pos:R:3 method="wB97M-V/def2-TZVPD" e_above_lowest_kcal_mol=100.6 lumo_energy_ev="-1.112 / -3.386" gap_ev="8.37 / 4.36"
C 0.388 0.171 -1.258
C 0.771 -0.710 -2.180
C -1.313 0.084 0.968
C 0.077 0.081 1.518
C 0.222 1.485 -0.838
C -0.161 0.460 0.080
Br 3.233 2.383 1.114
H 0.708 -1.770 -2.004
H 1.164 -0.386 -3.129
H -1.804 -0.855 0.767
H -1.974 0.884 1.265
H 0.374 0.870 2.191
H 0.571 -0.863 1.688
H 0.395 2.523 -0.994


(3)
17
Properties=species:S:1:pos:R:3 method="wB97M-V/def2-TZVPD" e_above_lowest_kcal_mol=32.3 lumo_energy_ev=0.398 gap_ev=9.09
C 1.231 -0.351 1.384
C 0.799 -1.340 0.384
C 0.806 0.927 1.335
C -0.282 -1.133 -0.316
C 0.023 1.400 0.095
C -0.977 0.362 -0.339
O -0.785 -2.017 -1.248
O 0.979 1.753 -0.947
O -1.432 0.615 -1.601
Br -2.439 0.357 0.975
H 1.700 -0.567 2.321
H 1.029 -2.361 0.524
H 1.066 1.779 1.933
H -0.400 2.263 0.409
H -0.090 -2.794 -1.285
H 0.913 1.123 -1.701
H -2.139 -0.016 -1.922


(4)
17
Properties=species:S:1:pos:R:3 method="wB97M-V/def2-TZVPD" e_above_lowest_kcal_mol=94.8 lumo_energy_ev="-3.239 / -0.277" gap_ev="4.72 / 8.07"
C 2.449 -0.190 0.378
C 1.787 0.989 0.592
C 0.500 -1.527 0.428
C 1.817 -1.414 0.427
C 0.320 0.919 0.791
C -0.328 -0.502 1.018
P -2.630 0.183 -1.580
S -1.335 1.535 -2.342
Cl -2.180 -1.619 -2.340
Cl -4.232 0.463 -2.832
H 3.473 -0.132 0.395
H 2.353 1.781 0.940
H -0.062 -2.445 0.243
H 0.008 1.714 1.518
H -0.155 1.397 -0.123
H -1.227 -0.522 0.444
H -0.558 -0.630 2.042


(5)
19
Properties=species:S:1:pos:R:3 method="wB97M-V/def2-TZVPD" e_above_lowest_kcal_mol=45.8 total_charge=-1 lumo_energy_ev="3.113 / 3.112" gap_ev="6.88 / 6.87"
C 0.436 1.101 0.655
C 1.334 0.369 0.098
C -0.667 -2.776 -0.254
C -0.878 -1.274 -0.612
C -1.789 1.810 -0.283
C 2.792 0.283 0.097
N -1.276 -0.507 0.427
N -1.027 0.809 0.501
O -0.265 -3.511 -1.127
O -1.023 -2.982 0.918
F 3.533 1.436 0.625
Cl -0.809 -0.817 -2.234
H 0.474 1.937 1.463
H -1.316 2.840 -0.100
H -1.874 1.355 -1.366
H -2.711 1.680 0.258
H 3.248 0.010 -0.835
H 2.985 -0.636 0.572
H -1.167 -1.127 1.196


(6)
16
Properties=species:S:1:pos:R:3 method="wB97M-V/def2-TZVPD" e_above_lowest_kcal_mol=56.0 lumo_energy_ev=0.446 gap_ev=9.16
C -1.148 1.711 -0.352
C -0.532 2.600 0.522
C -0.238 0.665 -0.558
C 2.466 -0.652 1.632
C 2.263 -0.041 0.459
C -0.457 -0.655 -1.235
N 0.659 2.096 0.856
N 0.836 1.050 0.177
Cl 3.383 0.194 -0.862
H -2.016 1.879 -0.834
H -0.779 3.574 0.817
H 3.516 -0.911 1.897
H 1.690 -0.692 2.374
H -0.326 -1.615 -0.655
H -1.437 -0.613 -1.713
H 0.369 -0.660 -2.078


no.,DFT total energy (eV)
1,-19206.7430
2,-76372.1087
3,-82518.2024
4,-51500.6330
5,-28646.8643
6,-21834.7641